Computed, not measured: a 8-piece molecular cluster, C10H30BN7O14S overall, with the ωB97M-V functional and the def2-TZVPD basis.

Geometry as XYZ:
```
63
Properties=species:S:1:pos:R:3:lowdin_charge:R:1
O -2.21 -1.28 2.43 0.079
H -0.68 -2.42 -4.35 0.067
O -3.85 -1.77 8.85 0.083
H 0.52 -5.54 -6.40 0.103
H -0.10 1.96 -0.06 0.056
H 1.93 -2.54 4.21 0.104
H -3.24 -3.43 2.65 0.098
C -2.60 -3.28 3.51 0.056
H -1.73 -1.31 6.79 0.088
C 0.76 1.44 0.36 -0.509
H 1.37 -6.30 -5.02 0.103
N 2.10 7.33 -2.03 -0.463
B 4.39 0.70 0.57 -0.044
H 0.20 -0.64 0.40 0.059
C -3.12 3.37 -2.75 0.043
N -1.85 -0.75 -3.88 -0.450
O -1.81 5.10 -2.01 0.053
H 0.20 0.03 -1.20 0.051
H 0.57 1.38 1.43 0.060
H 1.75 -0.43 -0.38 0.045
O 1.45 8.19 -1.50 0.070
O -2.12 0.10 -3.06 0.047
O 0.75 -2.94 1.95 0.055
O -2.91 5.40 -3.83 0.077
H 4.89 -0.36 0.40 0.018
O -1.19 -1.64 4.28 0.027
H 2.93 -1.23 3.51 0.097
H -1.14 -2.26 -2.63 0.108
O -2.37 -0.85 -4.96 0.083
H 1.48 5.45 -2.69 0.101
H 1.16 -1.03 3.65 0.085
H 4.34 2.13 -1.06 0.066
H -3.21 -0.48 6.23 0.100
C -2.67 -0.86 7.09 0.040
O -3.77 -2.87 7.01 0.052
H 2.59 5.44 -1.29 0.076
H -3.67 3.32 -1.81 0.102
H 4.45 1.27 1.61 0.021
H -2.51 -0.07 7.82 0.096
N 1.78 -2.34 2.15 -0.445
C 0.82 -5.42 -5.36 0.050
H -0.03 -5.22 -4.73 0.091
H 0.88 5.90 -1.07 0.086
O 2.66 -2.19 1.33 0.066
N -3.50 -1.92 7.70 -0.458
C 3.60 1.44 -0.62 -0.521
O 1.44 -3.33 -4.59 0.047
N -2.57 4.74 -2.88 -0.461
H 3.28 0.74 -1.39 0.048
C -0.80 -1.74 -3.52 0.034
C 0.76 0.02 -0.27 -0.133
H -2.29 2.68 -2.76 0.080
H -1.81 -4.03 3.54 0.104
H -3.78 3.18 -3.59 0.097
H -3.17 -3.28 4.44 0.085
S 2.22 2.49 -0.03 0.804
O 3.04 7.51 -2.77 0.058
N -1.95 -1.96 3.39 -0.447
C 1.73 5.91 -1.75 0.026
C 1.97 -1.73 3.49 0.053
H 0.12 -1.19 -3.33 0.096
N 1.75 -4.26 -5.29 -0.450
O 2.76 -4.33 -5.95 0.088
```

The energy relative to the best compared isomer or geometry (same formula, charge and spin) is 8.0 kcal/mol. As for the SMILES: C[N+](=O)[O-].C[N+](=O)[O-].C[N+](=O)[O-].C[N+](=O)[O-].C[N+](=O)[O-].C[N+](=O)[O-].C[N+](=O)[O-].BCSCC. The gap between HOMO and LUMO is 8.3 eV.


Computed, not measured: C10H30BNPtSe4Si4 as an isolated structure, with the ωB97M-V functional and the def2-TZVPD basis.

Geometry as XYZ:
```
51
Properties=species:S:1:pos:R:3:lowdin_charge:R:1
Se 3.99 -2.54 2.14 0.029
C 0.70 2.41 -1.96 -0.202
C -1.01 0.21 -3.27 -0.203
B 2.51 4.95 1.25 -0.403
C -3.33 0.40 -0.11 -0.197
C -1.89 -3.15 -1.09 -0.199
Pt 1.68 0.30 1.53 0.325
H 1.87 5.26 0.27 0.008
H 2.02 5.40 2.27 0.005
Se 3.20 -1.77 4.21 0.073
N 2.20 2.24 1.36 -0.087
Si -0.41 -2.75 -0.03 0.348
H -0.38 2.68 1.42 0.002
H -1.94 0.68 -2.94 0.013
C -1.40 2.56 1.04 -0.207
H -2.76 0.62 3.30 0.038
H -3.19 0.78 -1.12 0.015
H -0.79 0.59 -4.27 0.039
H 2.75 -0.24 -2.03 -0.028
Si -1.86 0.76 0.98 0.405
H -2.03 -4.23 -1.13 0.041
H -2.07 3.13 1.70 0.039
Si 0.11 -0.44 0.01 0.308
H 1.10 -4.66 -0.58 0.036
H -2.46 -0.99 2.64 0.021
H 2.02 -3.17 -0.35 -0.038
C 1.96 -0.25 -2.78 -0.229
H -2.81 -2.70 -0.71 0.015
H -0.54 -4.42 1.79 0.038
H -4.23 0.87 0.30 0.040
H -0.22 2.96 -1.81 0.023
H -1.11 0.00 3.21 -0.067
H 2.34 0.25 -3.68 0.035
C -0.65 -3.34 1.72 -0.215
Si 0.41 0.58 -2.11 0.345
H -1.75 -2.79 -2.12 0.020
H 0.09 -2.88 2.39 -0.008
H -1.19 -0.87 -3.36 0.017
H 1.19 2.80 -2.86 0.041
C 2.36 3.39 1.35 -0.203
H -3.52 -0.67 -0.17 0.013
Se 1.40 -0.50 3.82 0.150
H -1.44 3.03 0.05 0.023
C 1.10 -3.59 -0.77 -0.226
H -1.64 -3.08 2.11 0.021
Se 3.75 -0.97 0.58 0.149
H 1.36 2.63 -1.11 0.007
H 3.68 5.21 1.14 0.005
H 1.77 -1.30 -3.04 0.023
H 1.14 -3.44 -1.86 0.027
C -2.07 0.03 2.69 -0.226
```

The energy relative to the best compared isomer or geometry (same formula, charge and spin) is 85.2 kcal/mol. The gap between HOMO and LUMO (alpha / beta) is 4.7 / 4.6 eV.


Computed, not measured: C10H30BaNO8 as an isolated structure, with the ωB97M-V functional and the def2-TZVPD basis.

Geometry as XYZ:
```
50
Properties=species:S:1:pos:R:3:lowdin_charge:R:1
H 10.60 -6.52 -16.29 0.075
O 15.33 -8.01 -17.34 -0.088
H 15.74 -6.29 -16.30 0.107
H 9.37 -7.78 -16.02 0.072
N 13.75 -9.22 -13.74 -0.562
O 17.39 -10.02 -16.76 -0.075
C 10.00 -7.04 -15.53 -0.085
H 15.23 -5.55 -12.95 0.082
C 14.39 -5.83 -17.87 -0.082
H 16.79 -9.26 -16.80 0.047
H 14.96 -8.19 -16.47 0.053
H 13.71 -5.77 -10.92 0.114
H 14.87 -11.80 -8.80 0.124
H 15.27 -10.77 -11.11 0.061
H 15.56 -12.43 -11.70 0.088
O 10.04 -5.14 -14.00 -0.080
H 10.22 -4.37 -14.55 0.085
H 16.73 -10.23 -14.75 0.091
C 14.14 -5.56 -12.98 -0.082
C 17.14 -10.79 -15.59 -0.336
C 9.18 -6.01 -14.75 -0.313
O 13.40 -12.47 -10.10 -0.291
O 14.62 -8.52 -14.18 0.095
O 12.20 -6.65 -11.96 -0.095
H 16.66 -11.72 -10.57 0.099
H 13.72 -5.53 -17.07 0.061
H 13.81 -6.01 -13.92 0.058
H 18.11 -11.14 -15.21 0.108
H 8.59 -6.54 -14.00 0.104
H 15.91 -12.56 -15.11 0.058
C 15.58 -6.60 -17.34 -0.290
H 15.21 -13.37 -9.47 0.128
H 16.86 -12.67 -16.61 0.075
H 12.99 -13.10 -9.50 0.094
O 12.52 -8.92 -13.84 -0.148
H 13.79 -4.54 -12.91 0.081
C 16.31 -12.00 -15.96 -0.093
H 14.19 -7.28 -11.64 0.096
C 13.60 -6.37 -11.83 -0.322
Ba 11.79 -11.14 -11.91 1.980
H 13.87 -6.43 -18.62 0.077
H 10.78 -7.45 -14.88 0.041
O 14.01 -10.36 -13.22 -0.265
H 14.71 -4.93 -18.40 0.076
H 16.51 -6.33 -17.84 0.115
H 12.08 -7.27 -12.69 0.022
C 15.60 -11.77 -10.83 -0.080
H 8.53 -5.46 -15.43 0.112
H 15.46 -11.62 -16.53 0.072
C 14.80 -12.39 -9.72 -0.267
```

As for the net charge: +1. The energy relative to the best compared isomer or geometry (same formula, charge and spin) is 72.5 kcal/mol. The gap between HOMO and LUMO is 6.5 eV.


Computed, not measured: a 6-piece molecular cluster, C10H30ClO9S5 overall, with the ωB97M-V functional and the def2-TZVPD basis.

Geometry as XYZ:
```
55
Properties=species:S:1:pos:R:3:lowdin_charge:R:1
S -6.98 0.56 -3.19 0.836
O -7.02 1.85 -2.37 -0.601
O 4.29 -7.53 -0.17 -0.563
H -2.42 5.67 -1.10 0.056
H -5.50 -0.10 -5.15 0.048
S 8.34 0.58 2.90 0.839
H -4.41 0.26 4.79 0.050
H 7.64 -7.45 -1.68 0.053
S -4.17 6.60 -2.56 0.841
H -4.98 8.89 -1.83 0.045
H -5.77 -1.28 6.58 0.036
S 5.75 -7.05 -0.05 0.813
H 9.62 2.60 2.64 0.043
C -6.12 -0.61 -2.08 -0.272
S -4.64 -2.18 4.84 0.823
O -2.96 7.14 -3.34 -0.601
H -5.22 -0.24 -1.59 0.061
H 8.49 0.78 0.57 0.044
H 6.73 -8.84 -1.34 0.045
H -5.39 7.54 -0.70 0.038
H 7.04 -5.05 -0.56 0.051
C 5.97 -5.29 -0.56 -0.241
Cl 0.51 -0.12 -2.32 0.567
C -6.18 -1.90 5.78 -0.276
C -3.47 5.43 -1.27 -0.232
C -5.66 0.75 -4.49 -0.261
C 9.90 1.55 2.71 -0.273
H -4.04 5.65 -0.37 0.030
H 10.62 1.43 3.52 0.046
H -5.61 -1.34 -2.71 0.042
C -4.53 -0.52 4.03 -0.243
O 0.11 0.30 -0.99 -0.405
H -6.62 -2.83 6.14 0.049
H -3.83 -0.65 3.20 0.054
H -6.96 -1.45 5.17 0.053
H 7.85 2.28 1.15 0.045
C 7.75 1.20 1.24 -0.249
H -5.46 -0.50 3.45 0.044
H 5.40 -4.86 0.27 0.043
C -4.65 7.95 -1.38 -0.274
C 6.62 -7.76 -1.43 -0.311
H 6.04 -7.53 -2.31 0.053
H -5.85 1.65 -5.06 0.043
H 5.59 -5.14 -1.57 0.057
O -0.48 -0.96 -2.80 -0.370
H -6.71 -1.11 -1.31 0.048
H 6.77 0.81 0.97 0.054
H 10.34 1.06 1.85 0.046
H -4.67 0.98 -4.11 0.057
O 0.70 1.00 -3.15 -0.376
H -3.54 4.37 -1.52 0.049
O -5.08 -3.08 3.70 -0.589
H -3.77 8.20 -0.79 0.046
O 8.84 -0.84 2.65 -0.594
O 1.78 -0.87 -2.30 -0.417
```

As for the net charge: -1. The energy relative to the best compared isomer or geometry (same formula, charge and spin) is 56.9 kcal/mol. The gap between HOMO and LUMO is 7.7 eV.


Question: Look up the energy relative to the best compared isomer or geometry (same formula, charge and spin) of the second one.
Answer: 85.2 kcal/mol


Question: Among the records above, which one has the highest energy relative to the best compared isomer or geometry (same formula, charge and spin)?
Answer: C10H30BNPtSe4Si4


Question: energy relative to the best compared isomer or geometry (same formula, charge and spin) of number 1 (C10H30BN7O14S)?
Answer: 8.0 kcal/mol